No. 1
Formula: C16H13FN4O3S2
Source: the OMol25 dataset
Level of theory: ωB97M-V with the def2-TZVPD basis set

## Properties
HOMO-LUMO gap	8.3	eV
relative energy (zero: lowest compared OMol25 entry of this formula, charge and spin)	62.8	kJ/mol
HOMO energy	-8.757	eV

Positions of all 39 atoms, in Å:
C: -3.292 -3.722 -0.673
C: -3.194 -2.432 0.083
C: -2.444 -2.331 1.246
C: -2.361 -1.127 1.924
C: -3.018 -0.006 1.453
C: -3.761 -0.094 0.280
N: -4.398 1.052 -0.220
S: -3.515 2.465 -0.259
O: -3.360 3.003 1.053
O: -4.090 3.284 -1.276
C: -1.909 1.864 -0.762
N: -1.751 1.059 -1.755
N: -0.509 0.629 -1.896
C: 0.289 1.100 -0.987
N: 1.613 0.786 -0.926
C: 2.405 1.290 0.075
O: 1.932 2.034 0.912
C: 3.838 0.903 0.087
C: 4.634 1.516 1.060
C: 5.980 1.235 1.173
C: 6.572 0.323 0.312
C: 5.809 -0.303 -0.659
C: 4.463 -0.010 -0.761
F: 3.764 -0.654 -1.725
S: -0.475 2.170 0.166
C: -3.846 -1.303 -0.395
H: -2.772 -4.521 -0.150
H: -2.853 -3.611 -1.663
H: -4.335 -4.010 -0.802
H: -1.922 -3.198 1.624
H: -1.777 -1.058 2.830
H: -2.964 0.935 1.975
H: -4.876 0.913 -1.099
H: 1.955 0.159 -1.641
H: 4.154 2.220 1.721
H: 6.570 1.724 1.931
H: 7.623 0.097 0.393
H: 6.240 -1.018 -1.341
H: -4.421 -1.362 -1.309

***

No. 2
Formula: C16H13FO3
Source: the OMol25 dataset
Level of theory: ωB97M-V with the def2-TZVPD basis set

## Properties
HOMO-LUMO gap	8.3	eV
relative energy (zero: lowest compared OMol25 entry of this formula, charge and spin)	22.7	kJ/mol
HOMO energy	-8.626	eV

Positions of all 33 atoms, in Å:
C: -0.972 -1.753 2.359
C: -0.645 -0.385 1.845
C: 0.216 0.449 2.562
C: 0.483 1.727 2.137
C: -0.090 2.226 0.964
O: 0.186 3.485 0.619
C: -0.900 1.371 0.182
C: -1.344 1.853 -1.127
O: -1.378 3.043 -1.405
C: -1.628 0.827 -2.213
C: -0.268 0.419 -2.766
O: 0.146 0.816 -3.822
C: 0.531 -0.439 -1.841
C: 1.707 0.069 -1.300
C: 2.438 -0.678 -0.394
C: 2.023 -1.949 -0.039
C: 0.870 -2.452 -0.612
F: 0.459 -3.693 -0.281
C: 0.108 -1.718 -1.500
C: -1.184 0.088 0.668
H: -1.467 -2.352 1.599
H: -0.067 -2.269 2.673
H: -1.632 -1.683 3.223
H: 0.662 0.086 3.477
H: 1.124 2.385 2.702
H: -0.327 3.713 -0.191
H: -2.153 -0.040 -1.822
H: -2.199 1.311 -3.006
H: 2.035 1.058 -1.583
H: 3.339 -0.269 0.035
H: 2.580 -2.551 0.661
H: -0.782 -2.151 -1.929
H: -1.870 -0.545 0.127

***

No. 3
Formula: C16H13N2O8RhS
Source: the OMol25 dataset
Level of theory: ωB97M-V with the def2-TZVPD basis set

## Properties
HOMO-LUMO gap	8.0	eV
HOMO energy	-9.114	eV

Positions of all 41 atoms, in Å:
Rh: -0.171 -0.248 -0.619
O: 1.677 -4.095 1.117
C: 1.299 -2.890 0.687
O: 1.592 -2.422 -0.382
C: 0.503 -2.133 1.699
C: 0.182 -2.541 2.978
C: -0.591 -1.690 3.767
C: -1.008 -0.460 3.277
C: -0.622 -0.127 1.992
N: 0.089 -0.961 1.245
C: -0.942 1.108 1.137
O: -1.557 2.054 1.947
O: 0.169 1.494 0.452
H: 2.173 -4.519 0.399
H: 0.521 -3.500 3.339
H: -0.876 -2.000 4.763
H: -1.616 0.222 3.853
C: -3.418 6.675 -0.784
C: -2.916 5.466 -0.041
C: -1.567 5.319 0.265
C: -1.091 4.195 0.925
C: -1.987 3.203 1.281
C: -3.336 3.326 1.001
C: -3.794 4.456 0.342
S: -1.806 1.738 -1.701
O: -0.811 0.742 -2.277
O: -3.127 1.504 -2.224
N: -1.798 0.615 -0.001
C: -2.874 -0.370 0.109
C: -2.413 -1.816 -0.185
O: -3.080 -2.733 0.243
O: -1.342 -1.925 -0.913
H: -2.662 7.459 -0.817
H: -4.311 7.085 -0.313
H: -3.678 6.419 -1.813
H: -0.869 6.096 -0.022
H: -0.041 4.072 1.149
H: -4.015 2.535 1.293
H: -4.849 4.550 0.117
H: -3.611 -0.123 -0.662
H: -3.359 -0.296 1.083

***

Largest force on an atom / eV/Å: 1.55, 0.71, 0.95
E / a.u.: -1958.49639, -943.10305, -1837.68183